Record 1
A cluster of 5 separate species, C18H47N4O7PSSi2 in total, computed with wB97M-V/def2-TZVPD.

The geometry in XYZ format:
```
80
C18H47N4O7PSSi2 | OMol25 | wB97M-V/def2-TZVPD
C 5.969 1.602 0.532
C 4.507 1.480 0.955
C 3.631 2.595 0.385
C 2.168 2.332 0.657
O 1.376 3.453 0.257
Si -0.081 3.662 0.954
O -1.029 2.373 0.517
Si -2.519 1.873 0.916
O -3.618 2.998 0.474
C -4.872 3.198 1.128
C -5.764 1.973 1.064
P -2.680 -0.073 -0.231
S -1.379 -1.390 0.406
H 6.129 1.230 -0.482
H 6.293 2.646 0.546
H 6.632 1.044 1.195
H 4.435 1.498 2.046
H 4.111 0.510 0.634
H 3.783 2.660 -0.697
H 3.931 3.550 0.823
H 2.013 2.124 1.724
H 1.833 1.454 0.093
H 0.023 3.650 2.426
H -0.672 4.913 0.452
H -2.668 1.568 2.355
H -5.350 4.040 0.626
H -4.692 3.498 2.165
H -5.433 1.189 1.750
H -5.794 1.576 0.048
H -6.785 2.245 1.341
H -4.027 -0.480 -0.171
H -2.577 0.288 -1.589
C -4.699 -6.022 -1.396
N -4.348 -4.636 -1.195
C -3.994 -4.169 0.134
C -4.311 -3.752 -2.212
O -3.989 -2.584 -2.083
H -5.568 -6.307 -0.799
H -3.864 -6.663 -1.107
H -4.908 -6.193 -2.450
H -4.672 -3.379 0.462
H -2.987 -3.753 0.151
H -4.060 -5.007 0.826
H -4.585 -4.196 -3.181
C 0.739 -7.024 -3.442
N -0.667 -6.804 -3.191
C -1.181 -6.893 -1.836
C -1.538 -6.511 -4.177
O -2.726 -6.309 -4.002
H 1.043 -8.028 -3.138
H 1.353 -6.299 -2.903
H 0.934 -6.914 -4.508
H -1.942 -7.671 -1.775
H -1.632 -5.944 -1.541
H -0.363 -7.133 -1.160
H -1.069 -6.464 -5.173
C 1.205 7.642 5.605
N 1.822 6.705 4.695
C 2.764 7.185 3.699
C 1.556 5.382 4.733
O 2.056 4.567 3.984
H 0.622 8.392 5.066
H 1.953 8.157 6.211
H 0.535 7.103 6.274
H 2.417 6.949 2.692
H 3.739 6.717 3.832
H 2.864 8.263 3.803
H 0.829 5.107 5.515
C 2.114 -1.229 -1.986
N 3.413 -0.847 -2.498
C 3.680 0.549 -2.797
C 4.401 -1.742 -2.703
O 5.506 -1.460 -3.125
H 1.320 -0.980 -2.693
H 1.895 -0.733 -1.038
H 2.097 -2.305 -1.817
H 3.939 0.686 -3.848
H 4.516 0.910 -2.197
H 2.789 1.128 -2.563
H 4.107 -2.774 -2.446
```

Values from the calculation:
SMILES	CCCCO[SiH2]O[Si@@H](OCC)[PH2]=S.CN(C)C=O.CN(C)C=O.CN(C)C=O.CN(C)C=O
largest force on an atom	0.38	eV/Å
lowest unoccupied orbital energy	0.56	eV
charge	0
Kohn-Sham gap	8.6	eV

Record 2
A structure of composition C8H12B2F4N4O4W at a distorted geometry, computed with wB97M-V/def2-TZVPD.

The geometry in XYZ format:
```
35
C8H12B2F4N4O4W | OMol25 | wB97M-V/def2-TZVPD
W -0.434 0.715 -0.652
C 0.480 -3.243 -2.326
C -0.129 -2.147 -1.609
N 0.548 -1.054 -1.147
O 1.911 -0.992 -1.375
B 2.785 -0.099 -0.760
F 4.013 -0.152 -1.076
F 0.659 1.476 -1.830
O 2.414 0.797 0.240
N 1.123 0.965 0.705
C 0.952 1.633 1.886
C 2.025 2.198 2.674
C -0.484 1.712 2.215
N -1.232 1.125 1.231
O -2.600 1.119 1.424
B -3.494 0.323 0.712
F -1.777 1.699 -1.275
F -4.727 0.406 1.008
O -3.111 -0.619 -0.234
N -1.810 -0.855 -0.633
C -1.568 -2.030 -1.281
C -2.584 -3.017 -1.572
C -1.051 2.290 3.411
H 1.548 -3.080 -2.508
H -0.035 -3.493 -3.273
H 0.376 -4.223 -1.815
H 3.017 1.945 2.285
H 1.972 1.929 3.749
H 1.964 3.305 2.772
H -3.542 -2.793 -1.086
H -2.263 -4.048 -1.349
H -2.822 -3.118 -2.652
H -0.335 2.427 4.227
H -1.956 1.742 3.732
H -1.496 3.301 3.260
```

Values from the calculation:
largest force on an atom	3.19	eV/Å
lowest unoccupied orbital energy	-19.44	eV
charge	+4
Kohn-Sham gap	6.1	eV

Record 3
An isolated molecule of C4H5NO3 at a distorted geometry, computed with wB97M-V/def2-TZVPD.

The geometry in XYZ format:
```
13
C4H5NO3 | OMol25 | wB97M-V/def2-TZVPD
O 0.120 1.281 -2.392
C 0.125 1.523 -1.134
N 0.842 0.795 -0.161
C 0.562 0.719 1.142
C 0.581 -0.565 0.318
C -0.842 -1.298 0.168
O -1.943 -0.989 -0.172
O -0.377 -2.571 -0.347
H -0.156 2.551 -0.445
H -0.428 1.102 1.704
H 1.372 1.404 1.688
H 1.475 -1.257 0.488
H -1.331 -2.694 -0.857
```

Values from the calculation:
SMILES	O=CN1C[C@H]1C(=O)O
ΔE to the lowest compared entry with this formula, charge and spin	466.7	kJ/mol
largest force on an atom	7.06	eV/Å
lowest unoccupied orbital energy	-0.19	eV
charge	0
Kohn-Sham gap	10.1	eV

Record 4
A structure of composition C19H35NO3 at a distorted geometry, computed with wB97M-V/def2-TZVPD.

The geometry in XYZ format:
```
58
C19H35NO3 | OMol25 | wB97M-V/def2-TZVPD
C 5.163 1.374 -0.976
H 6.311 1.045 -1.055
C 4.394 0.292 -1.536
H 3.254 0.411 -1.317
C 4.637 -1.296 -0.989
H 4.636 -1.067 0.295
H 5.513 -1.539 -1.027
C 3.615 -2.250 -1.234
H 4.112 -3.178 -0.996
H 3.410 -2.327 -2.180
C 2.301 -2.058 -0.240
H 1.919 -3.192 -0.229
H 2.612 -2.066 0.625
C 1.225 -1.360 -0.826
H 0.548 -2.130 -1.568
H 1.502 -0.731 -1.434
C 0.341 -0.890 0.229
O 0.160 -1.507 1.462
C -0.781 -2.227 1.166
H -0.600 -3.215 0.849
H -1.324 -2.570 2.129
C -1.984 -1.444 0.506
C -2.894 -0.652 1.269
N -3.922 0.098 0.695
C -4.729 -0.504 -0.632
H -5.049 -1.528 0.111
C -5.856 0.074 -0.804
O -5.338 1.580 -1.463
C -4.568 2.069 -0.467
C -3.284 1.179 -0.079
H -2.672 1.876 0.499
H -2.752 0.920 -1.159
H -4.103 3.011 -1.120
H -5.050 2.318 0.297
H -6.558 -0.292 -1.521
H -6.402 0.739 0.131
H -4.168 -0.994 -1.472
H -3.445 -1.482 2.072
H -2.353 -0.071 1.911
O -1.130 -0.538 -0.274
H -2.307 -2.262 -0.205
C 0.615 0.783 0.728
C 1.871 0.755 1.439
H 2.711 0.018 1.055
H 1.575 0.479 2.318
C 2.663 2.162 1.524
H 3.180 2.198 2.494
H 1.800 2.774 1.663
C 3.411 2.732 0.247
H 2.709 2.514 -0.525
H 3.577 3.766 0.351
C 4.764 1.958 0.271
H 4.920 1.151 0.936
H 5.590 2.519 0.746
H 1.057 1.145 -0.344
H -0.049 1.310 1.173
H 4.303 0.016 -2.660
H 4.944 2.191 -1.734
```

Values from the calculation:
ΔE to the lowest compared entry with this formula, charge and spin	1808.2	kJ/mol
largest force on an atom	15.04	eV/Å
lowest unoccupied orbital energy	0.70	eV
charge	0
Kohn-Sham gap	9.4	eV

Record 5
A cluster of 9 separate species, C21H45N3O16 in total at a distorted geometry, computed with wB97M-V/def2-TZVPD.

The geometry in XYZ format:
```
85
C21H45N3O16 | OMol25 | wB97M-V/def2-TZVPD
N -20.049 -22.834 3.181
H -21.048 -22.914 3.052
H -19.792 -21.865 3.057
H -19.429 -23.154 2.451
H -19.765 -23.093 4.115
N -13.652 -19.595 3.958
H -13.428 -19.666 4.940
H -13.812 -20.492 3.522
H -12.872 -19.202 3.450
H -14.602 -19.264 3.867
N -17.120 -18.426 -1.553
H -16.780 -19.311 -1.205
H -17.927 -18.483 -2.158
H -16.341 -17.837 -1.808
H -17.435 -18.059 -0.666
C -19.799 -16.651 4.921
O -19.020 -17.385 4.021
H -20.782 -17.078 5.118
H -19.322 -16.726 5.898
H -19.953 -15.595 4.696
C -17.389 -10.929 -0.645
C -17.617 -9.424 -0.667
C -16.369 -8.577 -0.789
O -16.592 -7.814 -1.953
C -17.723 -8.128 -2.583
O -18.180 -7.456 -3.505
O -18.389 -9.100 -1.831
H -16.909 -11.372 0.228
H -16.671 -11.076 -1.452
H -18.267 -11.565 -0.754
H -18.223 -9.231 0.218
H -15.538 -9.258 -0.970
H -16.122 -7.953 0.070
C -14.647 -18.649 11.063
C -14.723 -20.179 11.213
C -15.951 -20.631 11.898
O -16.466 -21.580 10.996
C -15.840 -21.547 9.821
O -16.241 -22.240 8.856
O -14.731 -20.781 9.919
H -14.958 -18.360 10.059
H -13.644 -18.253 11.226
H -15.303 -18.174 11.792
H -13.900 -20.466 11.867
H -16.673 -19.829 12.045
H -15.832 -20.990 12.921
C -24.646 -9.131 6.273
C -23.641 -8.203 6.959
C -22.293 -8.213 6.283
O -22.366 -7.313 5.281
C -23.449 -6.492 5.465
O -23.862 -5.639 4.683
O -24.082 -6.877 6.597
H -24.817 -8.849 5.234
H -25.621 -8.941 6.723
H -24.467 -10.205 6.320
H -23.687 -8.321 8.041
H -21.922 -9.218 6.078
H -21.520 -7.783 6.920
C -13.441 -11.775 6.104
C -12.125 -12.362 5.702
C -10.851 -11.733 6.251
O -9.916 -12.772 6.557
C -10.627 -13.917 6.322
O -10.168 -15.070 6.479
O -11.960 -13.647 6.125
H -14.278 -12.272 5.613
H -13.370 -10.732 5.797
H -13.704 -11.746 7.162
H -12.030 -12.382 4.616
H -11.075 -11.083 7.097
H -10.474 -11.061 5.481
C -22.498 -16.784 13.259
C -22.097 -16.005 11.995
C -23.056 -14.883 11.413
O -22.204 -13.840 11.064
C -21.100 -13.945 11.791
O -20.296 -13.075 11.926
O -21.012 -15.189 12.275
H -21.654 -17.313 13.702
H -23.307 -17.498 13.102
H -22.823 -16.132 14.070
H -21.766 -16.659 11.188
H -23.810 -14.621 12.155
H -23.450 -15.278 10.477
```

Values from the calculation:
largest force on an atom	4.59	eV/Å
lowest unoccupied orbital energy	-6.70	eV
charge	+2
Kohn-Sham gap	2.7	eV

Record 6
An isolated molecule of C4H4O at a distorted geometry, computed with wB97M-V/def2-TZVPD.

The geometry in XYZ format:
```
9
C4H4O | OMol25 | wB97M-V/def2-TZVPD
C -0.036 1.473 -1.667
C -0.050 0.972 -0.554
C 0.722 0.194 0.525
C -0.603 -0.191 0.282
O -1.017 -1.280 -0.401
H 1.427 -0.511 0.244
H 1.197 0.783 1.331
H -1.391 0.217 1.021
H -0.250 -1.657 -0.781
```

Values from the calculation:
ΔE to the lowest compared entry with this formula, charge and spin	474.5	kJ/mol
largest force on an atom	5.25	eV/Å
lowest unoccupied orbital energy	0.10	eV
charge	0
Kohn-Sham gap	10.1	eV

Record 7
A cluster of 2 separate species, H7NO3Si2 in total at a distorted geometry, computed with wB97M-V/def2-TZVPD.

The geometry in XYZ format:
```
13
H7NO3Si2 | OMol25 | wB97M-V/def2-TZVPD
N -1.856 -1.254 -0.198
O 2.306 0.100 1.035
O -1.883 1.530 -0.004
O 0.317 0.221 -0.781
Si 1.971 0.205 -0.558
Si -1.030 0.187 0.161
H -2.451 -1.442 0.526
H -1.412 -2.019 -0.776
H 1.830 -0.030 1.851
H -1.839 1.992 -0.869
H 2.273 -0.892 -1.708
H 2.612 1.391 -1.034
H -0.836 0.010 2.356
```

Values from the calculation:
ΔE to the lowest compared entry with this formula, charge and spin	205.6	kJ/mol
largest force on an atom	4.04	eV/Å
lowest unoccupied orbital energy	0.47	eV
charge	0
Kohn-Sham gap	9.8	eV

Record 8
The ion C5H8N3 with charge +1 at a distorted geometry, computed with wB97M-V/def2-TZVPD.

The geometry in XYZ format:
```
16
C5H8N3 | OMol25 | wB97M-V/def2-TZVPD
C 0.499 3.096 -0.117
C 0.579 1.904 0.363
N 0.545 0.828 0.939
N 0.883 -0.416 0.661
C 2.048 -0.700 -0.210
N 3.215 -0.859 -0.186
C -0.177 -1.415 0.683
C -1.415 -0.919 -0.054
H -0.393 3.415 -0.633
H 1.296 3.813 -0.011
H 3.996 -1.015 -0.800
H -0.413 -1.597 1.736
H 0.213 -2.336 0.245
H -1.867 -0.089 0.484
H -1.155 -0.602 -1.065
H -2.140 -1.722 -0.113
```

Values from the calculation:
SMILES	C=C=NN(C#[NH+])CC
ΔE to the lowest compared entry with this formula, charge and spin	503.1	kJ/mol
largest force on an atom	5.24	eV/Å
lowest unoccupied orbital energy (spin up / spin down)	-5.60 / -5.60	eV
charge	+1
Kohn-Sham gap (spin up / spin down)	8.1 / 8.1	eV